(1)
Below is C29H31Cl3GeIrN5O2 as an isolated structure, with properties calculated with ωB97M-V with the def2-TZVPD basis set.

Properties
Spin multiplicity: 5
Total charge: +2
E_tot: -5109.2662 Eh
HOMO level (alpha / beta): -13.821 / -14.234 eV
Kohn-Sham gap (alpha / beta): 6.73 / 5.73 eV

Geometry (Å):
Ir (-0.9395, -0.2901, 2.9302)
C (3.2974, 1.0108, -3.6348)
C (1.8275, 0.8181, -3.8348)
C (1.2649, 1.1767, -5.0623)
C (-0.1047, 1.0647, -5.2951)
C (-0.9271, 0.5413, -4.3299)
C (-0.3794, 0.1017, -3.1037)
N (-1.1290, -0.4537, -2.1200)
C (-2.4099, -0.9172, -2.0784)
C (-3.0973, -1.3887, -3.2105)
C (-4.3907, -1.8533, -3.1023)
C (-5.0239, -1.8933, -1.8651)
C (-4.3458, -1.4794, -0.7246)
C (-3.0491, -0.9922, -0.8056)
C (-2.3550, -0.5812, 0.4459)
O (-2.9111, -0.6949, 1.5524)
O (-1.1569, -0.1453, 0.3964)
C (1.0106, 0.2984, -2.8354)
C (1.5828, -0.1191, -1.5157)
H (3.7569, 1.3454, -4.5590)
H (3.7785, 0.0841, -3.3343)
H (3.4916, 1.7624, -2.8696)
H (1.8983, 1.5704, -5.8422)
H (-0.5231, 1.4028, -6.2298)
H (-1.9934, 0.5162, -4.4886)
H (-0.7313, -0.4095, -1.1607)
H (-2.5822, -1.4452, -4.1557)
H (-4.9018, -2.2007, -3.9859)
H (-6.0312, -2.2698, -1.7910)
H (-4.8202, -1.5267, 0.2438)
H (0.9685, 0.1929, -0.6704)
H (2.5743, 0.2984, -1.3905)
H (1.6671, -1.2053, -1.4775)
C (1.1483, 3.8879, 0.0894)
C (-0.2052, 3.6198, 0.7319)
N (-0.1196, 2.3906, 1.4906)
C (1.0087, 1.8979, 2.0205)
N (0.9491, 0.6987, 2.6145)
C (2.1641, 0.1709, 3.2054)
C (3.0290, 1.2977, 3.7644)
C (3.3599, 2.2294, 2.6122)
N (2.1412, 2.6078, 1.9213)
C (2.2043, 3.8570, 1.1816)
H (1.1466, 4.8562, -0.4060)
H (1.3625, 3.1130, -0.6492)
H (-0.9855, 3.5148, -0.0240)
H (-0.4792, 4.4502, 1.3921)
H (-0.9263, 1.7786, 1.4992)
H (2.7433, -0.3623, 2.4410)
H (1.8944, -0.5437, 3.9858)
H (3.9384, 0.8921, 4.2028)
H (2.4914, 1.8470, 4.5374)
H (4.0410, 1.7498, 1.8998)
H (3.8449, 3.1396, 2.9735)
H (3.2030, 3.9386, 0.7464)
H (2.0734, 4.7004, 1.8682)
N (-0.8051, -6.2944, -1.1676)
C (-0.7127, -5.4766, -0.3726)
C (-0.6306, -4.4060, 0.5541)
C (-1.6623, -4.1962, 1.4671)
C (-1.6250, -3.0950, 2.3070)
C (-0.5866, -2.1822, 2.1977)
C (0.4852, -2.4379, 1.3602)
C (0.4653, -3.5477, 0.5304)
H (-2.4865, -4.8903, 1.5171)
H (-2.4394, -2.9636, 3.0103)
H (1.3275, -1.7658, 1.3184)
H (1.2953, -3.7416, -0.1337)
Cl (-1.5890, 1.1082, 4.8156)
Ge (-1.3522, -1.1990, 5.3354)
Cl (-3.2048, -1.7624, 6.2287)
Cl (0.1774, -1.2004, 6.8378)



(2)
Below is C29H31CuN3OSTe as an isolated structure, with properties calculated with ωB97M-V with the def2-TZVPD basis set.

Properties
Spin multiplicity: 2
E_tot: -3669.8322 Eh
HOMO level (alpha / beta): -7.061 / -7.067 eV
Kohn-Sham gap (alpha / beta): 6.04 / 6.04 eV

Geometry (Å):
Cu (1.3474, -1.2045, 0.9652)
C (-2.8085, 7.9747, 4.0126)
C (-2.3389, 6.5558, 3.8372)
C (-1.1898, 6.0943, 4.4633)
C (-0.7449, 4.7846, 4.3163)
C (0.5025, 4.3732, 5.0500)
C (-1.4652, 3.8986, 3.4964)
Te (-0.8042, 1.8748, 3.2827)
N (0.5969, -0.7345, 2.8296)
C (1.0050, -1.8960, 3.1900)
O (1.6042, -2.6247, 2.2702)
C (0.8796, -2.4296, 4.5729)
C (0.1789, -1.7161, 5.5412)
C (0.0834, -2.2106, 6.8318)
C (0.6886, -3.4176, 7.1607)
C (1.3879, -4.1291, 6.1959)
C (1.4830, -3.6366, 4.9020)
C (1.0872, 2.3613, 2.4475)
C (2.2711, 1.9760, 3.0847)
C (2.3387, 1.2836, 4.4200)
C (3.4897, 2.2420, 2.4565)
C (3.5671, 2.8848, 1.2345)
C (4.8903, 3.1556, 0.5716)
C (2.3779, 3.2761, 0.6296)
C (1.1414, 3.0208, 1.2077)
C (-0.0951, 3.4510, 0.4658)
C (-2.6316, 4.3488, 2.8604)
C (-3.4904, 3.4918, 1.9619)
C (-3.0460, 5.6659, 3.0457)
H (-2.1479, 8.5284, 4.6789)
H (-3.8154, 8.0057, 4.4328)
H (-2.8384, 8.4988, 3.0556)
H (-0.6230, 6.7709, 5.0944)
H (0.8209, 5.1616, 5.7316)
H (1.3210, 4.1691, 4.3575)
H (0.3367, 3.4602, 5.6241)
H (-0.2831, -0.7740, 5.2699)
H (-0.4626, -1.6553, 7.5840)
H (0.6145, -3.8027, 8.1700)
H (1.8608, -5.0685, 6.4528)
H (2.0217, -4.1737, 4.1328)
H (1.3816, 1.2791, 4.9348)
H (3.0786, 1.7745, 5.0556)
H (2.6403, 0.2433, 4.2886)
H (4.4042, 1.9333, 2.9533)
H (5.7174, 2.7920, 1.1804)
H (5.0357, 4.2248, 0.4067)
H (4.9471, 2.6646, -0.4019)
H (2.4122, 3.7853, -0.3287)
H (0.1734, 3.8579, -0.5098)
H (-0.6470, 4.2156, 1.0152)
H (-0.7722, 2.6057, 0.3224)
H (-3.0744, 2.4995, 1.8100)
H (-3.6031, 3.9673, 0.9848)
H (-4.4907, 3.3806, 2.3855)
H (-3.9517, 6.0011, 2.5481)
S (1.1373, 0.1502, -0.8018)
C (-0.2205, -0.5639, -1.4678)
N (-0.8015, 0.0248, -2.5653)
C (-1.9112, -0.4560, -3.1642)
C (-2.4943, -1.5773, -2.6732)
C (-1.8723, -2.1563, -1.5440)
N (-0.7982, -1.6850, -0.9695)
H (-0.3591, 0.8665, -2.9072)
H (-2.2755, 0.0958, -4.0187)
H (-3.3808, -1.9975, -3.1190)
H (-2.2906, -3.0523, -1.0967)



(3)
Below is C29H31FIrNOPSi as an isolated structure, with properties calculated with ωB97M-V with the def2-TZVPD basis set.

Properties
Spin multiplicity: 1
Total charge: +1
E_tot: -2088.3933 Eh
HOMO level (alpha / beta): -10.983 / -10.551 eV
Kohn-Sham gap (alpha / beta): 6.69 / 6.25 eV

Geometry (Å):
Ir (-0.1519, -1.1448, -0.7397)
O (-2.2686, -3.3439, -0.0600)
N (-2.1177, -1.9526, -0.0745)
C (-3.0809, -1.3777, 0.5781)
C (-3.2684, 0.0261, 0.7952)
C (-4.5956, 0.4765, 0.9166)
C (-4.8927, 1.8165, 1.0332)
C (-3.8630, 2.7509, 1.0666)
C (-2.5483, 2.3331, 1.0207)
C (-2.2270, 0.9822, 0.8971)
P (-0.4971, 0.4525, 1.0186)
C (-0.2674, -0.1323, 2.7258)
C (1.0005, -0.6156, 3.0546)
C (1.2522, -1.0762, 4.3312)
C (0.2315, -1.1140, 5.2695)
C (-1.0364, -0.6676, 4.9366)
C (-1.2888, -0.1650, 3.6709)
C (0.5205, 1.9431, 0.8874)
C (0.3284, 2.7302, -0.2492)
C (1.0823, 3.8714, -0.4373)
C (2.0771, 4.2004, 0.4717)
C (2.2957, 3.4010, 1.5820)
C (1.5106, 2.2822, 1.8033)
H (-1.6208, -3.7369, -0.6611)
H (-3.8639, -2.0410, 0.9436)
H (-5.3998, -0.2449, 0.8918)
H (-5.9200, 2.1446, 1.0980)
H (-4.0928, 3.8002, 1.1625)
H (-1.7600, 3.0688, 1.0901)
H (1.7742, -0.6312, 2.2966)
H (2.2360, -1.4284, 4.5985)
H (0.4338, -1.4946, 6.2589)
H (-1.8318, -0.7187, 5.6648)
H (-2.2767, 0.1958, 3.4258)
H (-0.4165, 2.4327, -0.9746)
H (0.8960, 4.5072, -1.2882)
H (2.6778, 5.0816, 0.3158)
H (3.0714, 3.6567, 2.2870)
H (1.6758, 1.6830, 2.6852)
F (4.0319, -5.3347, 1.3390)
C (3.1511, -4.4375, 0.8738)
C (2.0470, -4.1103, 1.6452)
C (1.1305, -3.2005, 1.1452)
C (1.3034, -2.6070, -0.1100)
C (2.4344, -2.9614, -0.8541)
C (3.3615, -3.8676, -0.3701)
H (1.9073, -4.5770, 2.6085)
H (0.2749, -2.9532, 1.7614)
H (2.6095, -2.5479, -1.8361)
H (4.2321, -4.1481, -0.9433)
C (-1.2022, 0.3497, -4.9634)
Si (0.5066, 0.5027, -4.1421)
C (0.8512, 2.3340, -3.7304)
C (1.8600, -0.0817, -5.3841)
C (0.7494, -0.6969, -2.6703)
H (-1.1919, 0.8291, -5.9383)
H (-1.9698, 0.8363, -4.3709)
H (-1.4990, -0.6833, -5.1091)
H (1.1192, 2.8814, -4.6311)
H (1.6661, 2.4523, -3.0219)
H (-0.0279, 2.8188, -3.3175)
H (1.8379, 0.5490, -6.2662)
H (1.7009, -1.1051, -5.7039)
H (2.8538, -0.0177, -4.9547)
H (1.7407, -0.4660, -2.2572)
H (0.7435, -1.7085, -3.0917)



(4)
Below is C29H31FN6O6Sc as an isolated structure, with properties calculated with ωB97M-V with the def2-TZVPD basis set.

Properties
Spin multiplicity: 1
Total charge: -1
E_tot: -2764.3792 Eh
HOMO level: -2.301 eV
Kohn-Sham gap: 3.76 eV

Geometry (Å):
Sc (-12.2244, 5.3337, 12.9523)
C (-9.5738, 3.2769, 10.2231)
C (-10.8602, 3.5602, 10.8247)
O (-10.9486, 4.6096, 11.5874)
C (-11.9982, 2.8301, 10.4233)
C (-13.2600, 2.9074, 11.0443)
C (-14.4730, 2.2114, 10.4488)
N (-13.4510, 3.8259, 12.0755)
N (-14.7028, 3.8013, 12.5986)
C (-14.8454, 4.5601, 13.7076)
O (-13.9475, 5.3115, 14.2358)
C (-16.2096, 4.6506, 14.3069)
C (-17.3099, 4.0149, 13.7005)
C (-18.5846, 4.3113, 14.1556)
C (-18.7529, 5.0257, 15.3403)
C (-17.6571, 5.5460, 15.9625)
C (-16.3843, 5.4878, 15.4084)
H (-9.3314, 2.1989, 10.1538)
H (-8.7184, 3.7728, 10.7288)
H (-9.5104, 3.5692, 9.1796)
H (-11.9089, 2.2253, 9.5331)
H (-14.2252, 1.5273, 9.6650)
H (-15.1401, 2.9847, 10.1380)
H (-14.9479, 1.5658, 11.2407)
H (-17.1006, 3.3593, 12.8043)
H (-19.4611, 3.9298, 13.6631)
H (-19.7701, 5.1073, 15.7548)
H (-17.8084, 6.1483, 16.8670)
H (-15.5126, 6.0313, 15.8422)
C (-13.9247, 5.7483, 7.4400)
C (-14.7754, 5.1847, 6.4428)
C (-14.1000, 4.1312, 5.8064)
C (-12.7996, 4.0832, 6.3687)
C (-12.6727, 5.1042, 7.3339)
H (-14.2244, 6.5701, 8.0877)
H (-15.8267, 5.3936, 6.2748)
H (-14.4234, 3.5568, 4.9406)
H (-12.0851, 3.3164, 6.1665)
H (-11.7771, 5.3297, 7.9069)
F (-15.2542, 10.9043, 13.1875)
C (-13.9690, 11.2114, 12.9631)
C (-13.2075, 10.2931, 12.4249)
N (-11.8510, 10.2182, 12.5880)
C (-11.2584, 9.1367, 11.7587)
C (-11.6958, 7.7452, 12.1866)
O (-12.7558, 7.2723, 11.6369)
O (-11.0431, 7.1497, 13.1488)
C (-11.1667, 11.3641, 12.8522)
O (-9.9667, 11.3884, 12.5290)
N (-11.9508, 12.3289, 13.4732)
C (-13.3710, 12.4104, 13.5551)
O (-13.9021, 13.4290, 13.9975)
H (-13.7214, 9.3900, 11.9814)
H (-10.1659, 9.1458, 11.7299)
H (-11.7503, 9.2637, 10.7675)
H (-11.5046, 13.0963, 13.9348)
N (-11.0653, 4.7020, 14.6772)
C (-10.3519, 5.2036, 15.4623)
N (-9.4187, 5.6421, 16.2562)
C (-9.5160, 6.9889, 16.9797)
C (-8.1126, 7.6837, 16.8924)
C (-7.0183, 6.7586, 17.5396)
C (-7.4624, 5.2855, 17.7705)
C (-8.3735, 4.7054, 16.6916)
H (-10.0240, 6.8576, 17.9467)
H (-10.1377, 7.5909, 16.2701)
H (-8.1866, 8.6151, 17.4517)
H (-7.9025, 7.9230, 15.8627)
H (-6.6306, 7.2285, 18.4582)
H (-6.1792, 6.7208, 16.8525)
H (-8.0004, 5.2194, 18.7306)
H (-6.5310, 4.7326, 17.9067)
H (-8.8402, 3.7931, 17.0713)
H (-7.8900, 4.3245, 15.7331)



(5)
Below is C29H31FeN5O4PSb as an isolated structure, with properties calculated with ωB97M-V with the def2-TZVPD basis set.

Properties
Spin multiplicity: 1
Total charge: +2
E_tot: -3543.1109 Eh
HOMO level (alpha / beta): -14.106 / -14.108 eV
Kohn-Sham gap (alpha / beta): 7.37 / 7.34 eV

Geometry (Å):
Fe (1.4806, -0.6276, 0.9708)
O (1.2697, -6.5449, 1.4868)
C (0.7256, -6.0168, 2.5534)
O (0.0872, -6.6370, 3.3616)
C (0.9308, -4.5481, 2.7837)
C (0.8121, -3.9427, 4.0271)
N (0.9986, -2.6303, 3.8478)
N (1.2241, -2.3253, 2.5656)
C (1.1907, -3.4852, 1.8983)
C (1.3959, -3.4758, 0.4101)
O (1.7146, -4.4885, -0.1880)
O (1.2125, -2.3202, -0.1215)
H (1.6337, -5.8993, 0.8296)
H (0.6256, -4.4004, 4.9781)
H (1.0114, -1.9146, 4.5607)
C (1.7062, 1.0789, -4.8499)
N (0.4135, 0.4090, -4.3816)
C (0.4761, -1.0637, -4.8216)
N (1.6517, -1.6767, -4.3532)
C (2.8362, -0.9926, -4.8332)
N (2.8367, 0.3861, -4.3710)
C (3.0318, 0.4974, -2.9413)
P (1.6680, -0.3261, -1.9377)
C (0.2705, 0.5226, -2.9149)
C (1.6594, -1.9152, -2.9290)
H (1.7080, 2.1132, -4.4921)
H (1.7007, 1.0741, -5.9441)
H (-0.3873, 0.8581, -4.8347)
H (0.4483, -1.0780, -5.9167)
H (-0.4026, -1.5700, -4.4125)
H (2.8371, -1.0064, -5.9262)
H (3.7354, -1.4942, -4.4779)
H (3.0873, 1.5565, -2.6703)
H (3.9927, 0.0351, -2.6937)
H (0.2508, 1.5844, -2.6457)
H (-0.6874, 0.0883, -2.6088)
H (0.7979, -2.5239, -2.6483)
H (2.5450, -2.4942, -2.6561)
C (-3.4130, 0.5370, 5.3039)
C (-2.0265, 0.5480, 5.3313)
C (-1.3145, 0.5060, 4.1458)
C (-1.9931, 0.4993, 2.9322)
C (-3.3788, 0.4787, 2.8983)
C (-4.0842, 0.4979, 4.0923)
Sb (-0.8009, 0.4613, 1.1469)
C (0.4049, 2.2083, 1.5953)
C (-0.1049, 3.2165, 2.4025)
C (0.6940, 4.2861, 2.7747)
C (2.0155, 4.3483, 2.3646)
C (2.5332, 3.3463, 1.5597)
C (1.7311, 2.2821, 1.1733)
C (-2.1482, 1.2827, -0.3197)
C (-2.1084, 2.6379, -0.6154)
C (-3.0326, 3.1726, -1.4972)
C (-4.0060, 2.3651, -2.0623)
C (-4.0453, 1.0116, -1.7633)
C (-3.1027, 0.4631, -0.9098)
H (-3.9676, 0.5489, 6.2295)
H (-1.5037, 0.5983, 6.2749)
H (-0.2266, 0.5172, 4.1559)
H (-3.9036, 0.4670, 1.9507)
H (-5.1629, 0.4878, 4.0754)
H (-1.1321, 3.1695, 2.7377)
H (0.2845, 5.0723, 3.3885)
H (2.6421, 5.1715, 2.6716)
H (3.5606, 3.4032, 1.2335)
H (2.1546, 1.5278, 0.4955)
H (-1.3705, 3.2754, -0.1444)
H (-3.0076, 4.2248, -1.7272)
H (-4.7429, 2.7976, -2.7204)
H (-4.8102, 0.3815, -2.1902)
H (-3.1225, -0.5976, -0.6879)



(6)
Below is C29H31GeN9O4V as an isolated structure, with properties calculated with ωB97M-V with the def2-TZVPD basis set.

Properties
Spin multiplicity: 3
Total charge: +1
E_tot: -4938.3929 Eh
HOMO level (alpha / beta): -10.877 / -10.878 eV
Kohn-Sham gap (alpha / beta): 7.80 / 8.48 eV

Geometry (Å):
V (1.2425, -1.2282, -1.7131)
O (3.0798, 0.2849, -1.2300)
C (3.7193, -0.6790, -1.6379)
C (5.1610, -1.0482, -1.4232)
C (5.3155, -2.3170, -2.2651)
C (3.8998, -2.6732, -2.6970)
O (3.5680, -3.6884, -3.2649)
N (3.0551, -1.6412, -2.3497)
H (5.2982, -1.2301, -0.3562)
H (5.8161, -0.2256, -1.7039)
H (5.7443, -3.1588, -1.7254)
H (5.9166, -2.1624, -3.1616)
N (0.0331, -7.1569, -3.9791)
C (0.5371, -5.9791, -3.5967)
N (1.8108, -5.6993, -3.8407)
N (-0.3044, -5.1499, -2.9835)
C (0.0406, -3.9667, -2.6288)
N (0.3088, -2.8825, -2.2929)
H (0.5873, -7.8532, -4.4422)
H (-0.9434, -7.3302, -3.8196)
H (2.4117, -6.3848, -4.2644)
H (2.2607, -4.8753, -3.4433)
O (1.9673, -1.9963, 2.1361)
C (1.0864, -1.7775, 1.3523)
O (1.3529, -1.5458, 0.0591)
C (-0.3825, -1.8225, 1.7163)
C (-1.2800, -0.7858, 1.0389)
Ge (-1.1474, 1.0074, 1.8768)
C (-0.4581, 2.2831, 0.5639)
C (0.6860, 1.9812, -0.1782)
C (1.2200, 2.8915, -1.0813)
C (0.6163, 4.1314, -1.2483)
C (-0.5116, 4.4567, -0.5058)
C (-1.0437, 3.5389, 0.3920)
C (0.0532, 0.9462, 3.4014)
C (-0.3916, 0.3938, 4.6037)
C (0.4575, 0.2947, 5.6953)
C (1.7657, 0.7493, 5.5976)
C (2.2181, 1.3069, 4.4118)
C (1.3654, 1.4059, 3.3206)
C (-2.9048, 1.6144, 2.4611)
C (-4.0899, 1.0937, 1.9437)
C (-5.3251, 1.5705, 2.3639)
C (-5.3909, 2.5795, 3.3137)
C (-4.2209, 3.1072, 3.8423)
C (-2.9898, 2.6264, 3.4193)
H (-0.4187, -1.7300, 2.8008)
H (-0.7072, -2.8401, 1.4737)
H (-2.3182, -1.1166, 1.0957)
H (-1.0518, -0.7094, -0.0300)
H (1.1927, 1.0307, -0.0400)
H (2.1125, 2.6327, -1.6371)
H (1.0363, 4.8500, -1.9406)
H (-0.9703, 5.4317, -0.6178)
H (-1.9205, 3.8070, 0.9728)
H (-1.4151, 0.0442, 4.6962)
H (0.0997, -0.1352, 6.6219)
H (2.4310, 0.6699, 6.4474)
H (3.2365, 1.6649, 4.3343)
H (1.7336, 1.8507, 2.4031)
H (-4.0634, 0.2954, 1.2093)
H (-6.2355, 1.1473, 1.9586)
H (-6.3519, 2.9478, 3.6482)
H (-4.2675, 3.8886, 4.5898)
H (-2.0834, 3.0378, 3.8512)
N (-2.9946, 2.9391, -4.3746)
C (-2.2676, 2.1840, -3.5504)
N (-2.6478, 2.0430, -2.2788)
N (-1.1934, 1.5977, -4.0636)
C (-0.4959, 0.7439, -3.4210)
N (0.2085, -0.0437, -2.9306)
H (-3.7923, 3.4613, -4.0610)
H (-2.6930, 3.0276, -5.3293)
H (-3.3822, 2.6128, -1.8943)
H (-1.9920, 1.6612, -1.6112)



E_tot of number 2 (C29H31CuN3OSTe)? -3669.8322 Eh